Record 1
Density functional theory data (ωB97M-V/def2-TZVPD) for a structure of composition C39H22BrF16N2O3PRe at a distorted geometry.

Geometry as XYZ:
```
85
Properties=species:S:1:pos:R:3:lowdin_charge:R:1
Re -1.070 -1.284 0.253 1.48
C -1.890 5.840 0.536 0.03
C -1.789 4.388 0.790 -0.09
C -1.940 3.842 2.105 0.06
C -1.602 2.537 2.280 0.09
C -1.325 1.653 1.157 -0.11
N -1.174 0.356 1.389 -0.01
C -0.818 -0.220 2.589 -0.26
C 0.405 0.117 3.236 0.02
C 0.789 -0.462 4.404 0.04
C -0.053 -1.415 5.001 -0.17
C 0.237 -2.219 6.206 0.01
C -1.324 -1.681 4.450 0.08
C -1.714 -1.161 3.206 -0.02
C -3.011 -1.625 2.463 -0.23
O -2.771 -1.755 1.086 -0.28
C -4.323 -0.645 2.542 -0.56
F -3.924 0.582 2.191 0.17
F -5.167 -1.041 1.619 0.22
F -4.923 -0.608 3.705 0.23
C -3.340 -3.047 2.841 -0.60
F -4.408 -3.477 2.163 0.21
F -2.311 -3.840 2.534 0.18
F -3.641 -3.169 4.125 0.19
C -1.268 2.170 -0.225 -0.02
C -1.488 3.510 -0.346 0.09
C -0.925 1.254 -1.368 -0.25
O -1.559 0.020 -1.075 -0.38
C 0.638 0.982 -1.450 -0.31
F 0.834 3.732 -1.856 0.02
F 1.155 1.492 -0.251 0.01
F 2.755 0.904 -2.409 0.04
C -1.763 1.796 -2.656 -0.53
F -1.790 0.815 -3.541 0.18
F -3.026 2.074 -2.302 0.19
F -1.266 2.910 -3.227 0.18
H -2.304 6.101 -0.465 0.13
H -0.804 6.084 0.633 0.16
H -2.474 6.355 1.272 0.10
H -2.224 4.420 2.973 0.15
H -1.678 2.080 3.253 0.14
H 1.030 0.816 2.708 0.12
H 1.737 -0.233 4.860 0.14
H 1.124 -1.805 6.755 0.13
H 0.480 -3.196 5.865 0.10
H -0.663 -2.414 6.766 0.11
H -1.967 -2.398 4.940 0.13
H -1.519 4.005 -1.326 0.14
F 0.028 -3.734 -6.323 0.19
C 0.246 -3.137 -5.157 -0.08
C 1.468 -2.493 -4.927 -0.10
F 2.443 -2.564 -5.778 0.21
C 1.692 -1.915 -3.634 -0.23
F 2.869 -1.397 -3.390 0.14
C 0.694 -1.852 -2.677 -0.30
P 0.945 -0.848 -1.171 1.16
C 2.535 -1.247 -0.363 -0.35
C 3.242 -2.353 -0.795 -0.08
C 4.325 -2.871 -0.083 -0.02
C 4.721 -2.255 1.089 -0.03
C 3.988 -1.148 1.497 -0.04
C 2.875 -0.635 0.820 -0.10
C 1.511 1.504 -2.604 -0.33
C 1.049 1.178 -4.011 -0.02
C 1.402 1.940 -5.023 -0.02
C 2.088 3.209 -4.876 -0.03
C 2.237 3.728 -3.673 0.02
C 1.880 3.013 -2.394 -0.20
C -0.470 -2.528 -2.928 -0.45
Br -1.854 -2.769 -1.610 1.14
C -0.725 -3.169 -4.145 -0.25
F -1.852 -3.777 -4.301 0.16
H 2.893 -2.885 -1.684 0.11
H 4.873 -3.759 -0.459 0.14
H 5.551 -2.651 1.649 0.13
H 4.392 -0.591 2.338 0.12
H 2.450 0.262 1.169 0.07
H 0.368 0.313 -4.152 0.12
H 1.060 1.714 -6.024 0.13
H 2.418 3.676 -5.761 0.12
H 2.772 4.679 -3.563 0.14
H 2.726 3.035 -1.691 0.17
O 0.822 -4.606 1.798 0.32
C 0.422 -3.629 1.400 -0.33
N -0.033 -2.580 1.037 -0.08
```

Values from the calculation:
- E_LUMO (spin up / spin down) (eV) = -12.13 / -12.13
- HOMO-LUMO gap (spin up / spin down) (eV) = 4.21 / 4.20
- energy relative to the best compared isomer or geometry (same formula, charge and spin) (kJ/mol) = 286.9
- F_max (hartree/bohr) = 0.043
- multiplicity = 1
- HOMO level (spin up / spin down) (eV) = -16.33 / -16.33
- charge = +3
- DFT total energy (eV) = -174833.36232

***

Record 2
Density functional theory data (ωB97M-V/def2-TZVPD) for a cluster of 2 separate species, C4H7NO in total at a distorted geometry.

Geometry as XYZ:
```
13
Properties=species:S:1:pos:R:3:lowdin_charge:R:1
N 1.693 1.613 1.006 -0.01
C 1.148 0.494 0.253 -0.20
C 1.922 -0.501 -0.016 -0.24
O 2.347 -1.557 -0.217 0.17
H 2.703 1.579 0.858 0.07
H 1.358 2.480 0.559 0.08
H 0.088 0.549 -0.166 0.10
C -2.280 -0.235 -0.480 -0.08
C -1.524 -1.311 -0.263 -0.09
H -2.145 0.651 0.248 0.09
H -2.885 -0.321 -1.304 0.01
H -1.638 -2.047 -1.025 0.04
H -0.786 -1.394 0.547 0.06
```

Values from the calculation:
- E_LUMO (eV) = 0.37
- HOMO-LUMO gap (eV) = 8.42
- energy relative to the best compared isomer or geometry (same formula, charge and spin) (kJ/mol) = 361.7
- F_max (hartree/bohr) = 0.087
- multiplicity = 1
- HOMO level (eV) = -8.05
- charge = 0
- DFT total energy (eV) = -7795.89573

***

Record 3
Density functional theory data (ωB97M-V/def2-TZVPD) for a structure of composition C5H9FOS at a distorted geometry.

Geometry as XYZ:
```
17
Properties=species:S:1:pos:R:3:lowdin_charge:R:1
C -1.614 -0.889 0.847 -0.13
C -0.668 -0.818 -0.277 -0.36
C -0.442 0.417 -1.163 -0.58
C 0.681 -0.265 -0.447 -0.59
C 1.237 0.445 0.748 -0.26
H -0.964 -1.249 1.938 0.15
H -2.132 0.353 1.083 0.12
H -2.517 -1.532 0.268 0.13
H -0.887 -1.599 -1.178 0.19
H -0.426 0.334 -2.227 0.09
H 0.643 2.061 0.577 0.17
H 2.289 -0.455 -1.487 0.10
H 1.648 -0.213 1.576 0.17
H 0.301 1.065 1.100 0.05
O 1.538 -0.925 -1.206 0.10
F 2.226 1.285 0.393 -0.02
S -0.913 1.983 -0.546 0.68
```

Values from the calculation:
- E_LUMO (eV) = -0.08
- HOMO-LUMO gap (eV) = 8.50
- energy relative to the best compared isomer or geometry (same formula, charge and spin) (kJ/mol) = 595.2
- F_max (hartree/bohr) = 0.103
- multiplicity = 1
- HOMO level (eV) = -8.57
- charge = 0
- DFT total energy (eV) = -20924.18502

***

Record 4
Density functional theory data (ωB97M-V/def2-TZVPD) for a structure of composition C47H57N7NdO3SeSi at a distorted geometry.

Geometry as XYZ:
```
117
Properties=species:S:1:pos:R:3:lowdin_charge:R:1
Nd -0.437 0.010 1.047 1.68
C -4.105 -2.704 0.545 -0.19
C -2.578 -2.788 0.171 -0.19
C -1.574 -3.263 1.216 -0.22
N -0.425 -2.369 1.582 -0.09
C 0.426 -2.860 2.465 -0.23
C 0.095 -4.031 3.241 -0.02
C 0.938 -4.901 3.899 -0.10
C 2.320 -5.005 3.742 -0.14
C 3.194 -3.971 3.383 -0.10
C 2.856 -2.650 3.087 -0.06
C 1.670 -2.065 2.609 -0.25
N 1.550 -0.738 2.337 -0.11
C 2.380 0.148 3.121 -0.25
C 1.704 1.542 3.318 -0.16
C 0.344 1.472 4.058 -0.21
N -0.715 0.931 3.213 -0.13
C -1.803 0.472 3.817 -0.24
C -1.747 -0.139 5.109 -0.04
C -2.688 -0.352 6.088 -0.10
C -4.078 -0.139 6.008 -0.14
C -4.830 0.276 4.923 -0.10
C -4.334 0.445 3.635 -0.05
C -3.076 0.361 3.038 -0.25
N -2.911 0.113 1.730 -0.06
C -4.077 -0.173 0.929 -0.30
C -4.702 -1.521 1.325 -0.19
H -4.333 -3.660 1.028 0.10
H -4.670 -2.767 -0.424 0.11
H -2.301 -1.790 -0.243 0.04
H -2.539 -3.559 -0.612 0.10
H -1.149 -4.224 0.841 0.13
H -2.148 -3.478 2.115 0.10
H -0.978 -4.249 3.310 0.10
H 0.487 -5.617 4.590 0.10
H 2.776 -5.958 3.970 0.08
H 4.272 -4.225 3.378 0.10
H 3.648 -1.843 3.139 0.10
H 3.351 0.283 2.594 0.11
H 2.583 -0.323 4.062 0.10
H 1.600 2.032 2.329 0.09
H 2.349 2.219 3.904 0.11
H 0.018 2.475 4.340 0.12
H 0.416 0.925 5.010 0.10
H -0.742 -0.381 5.376 0.08
H -2.384 -0.574 7.096 0.09
H -4.642 -0.401 6.940 0.09
H -5.904 0.419 5.040 0.10
H -5.110 0.547 2.885 0.09
H -3.682 -0.253 -0.105 -0.01
H -4.879 0.605 0.870 0.12
H -5.784 -1.515 1.039 0.12
H -4.490 -1.649 2.391 0.10
C 3.847 -0.456 -6.233 -0.06
O 3.344 0.212 -5.044 -0.11
C 4.112 1.236 -4.545 -0.19
C 5.133 1.946 -5.226 -0.03
C 5.750 3.010 -4.553 -0.13
C 5.303 3.442 -3.319 -0.11
C 4.188 2.846 -2.711 -0.04
C 3.585 1.731 -3.277 -0.14
N 2.488 0.992 -2.792 0.15
C 1.660 1.222 -1.677 -0.29
N 1.411 2.582 -1.490 0.15
C 0.517 3.267 -0.632 -0.24
C -0.317 2.666 0.307 -0.24
C -1.043 3.427 1.200 -0.19
C -0.958 4.823 1.165 -0.10
C -0.268 5.429 0.076 -0.05
C 0.463 4.660 -0.807 -0.27
O 1.247 5.144 -1.804 -0.11
C 1.105 6.555 -2.192 -0.05
N 1.202 0.215 -0.952 0.00
C 1.503 -1.119 -1.413 -0.22
C 0.753 -1.732 -2.424 -0.04
C 1.016 -3.043 -2.837 -0.09
C 2.122 -3.740 -2.341 -0.12
C 2.925 -3.150 -1.396 -0.03
C 2.624 -1.867 -0.883 -0.20
O 3.385 -1.193 0.011 -0.10
C 4.718 -1.553 0.264 -0.07
H 3.349 -1.413 -6.166 0.08
H 4.964 -0.681 -6.210 0.11
H 3.594 0.068 -7.161 0.09
H 5.408 1.638 -6.245 0.10
H 6.628 3.447 -5.055 0.10
H 5.901 4.182 -2.747 0.11
H 4.004 3.121 -1.664 0.12
H 2.350 0.116 -3.268 0.12
H 2.002 3.190 -2.042 0.10
H -1.714 2.936 1.909 0.07
H -1.452 5.413 1.925 0.08
H -0.346 6.536 -0.015 0.10
H 1.590 6.494 -3.187 0.10
H 1.623 7.213 -1.523 0.07
H 0.082 6.895 -2.308 0.08
H -0.065 -1.151 -2.797 0.06
H 0.326 -3.603 -3.498 0.11
H 2.328 -4.736 -2.707 0.09
H 3.805 -3.740 -1.055 0.11
H 4.926 -1.192 1.276 0.08
H 5.466 -1.091 -0.408 0.10
H 4.812 -2.638 0.204 0.07
C -5.532 0.364 -2.078 -0.24
Si -3.879 0.286 -3.055 0.07
C -3.789 -1.554 -3.577 -0.24
C -4.053 1.499 -4.501 -0.24
Se -2.070 0.877 -1.858 0.25
H -6.392 0.288 -2.773 0.02
H -5.652 1.369 -1.620 0.03
H -5.667 -0.391 -1.313 -0.01
H -4.837 -1.934 -3.682 0.02
H -3.220 -2.202 -2.908 0.00
H -3.329 -1.684 -4.575 0.01
H -4.444 1.085 -5.392 -0.01
H -3.047 1.952 -4.669 0.02
H -4.649 2.348 -4.227 0.01
```

Values from the calculation:
- E_LUMO (spin up / spin down) (eV) = 2.17 / 2.17
- HOMO-LUMO gap (spin up / spin down) (eV) = 5.95 / 5.96
- energy relative to the best compared isomer or geometry (same formula, charge and spin) (kJ/mol) = 143.6
- F_max (hartree/bohr) = 0.054
- multiplicity = 4
- HOMO level (spin up / spin down) (eV) = -3.78 / -3.79
- charge = -1
- DFT total energy (eV) = -154737.94765

***

Record 5
Density functional theory data (ωB97M-V/def2-TZVPD) for a cluster of 2 separate species, C4H12S2 in total at a distorted geometry.

Geometry as XYZ:
```
18
Properties=species:S:1:pos:R:3:lowdin_charge:R:1
C 0.731 1.618 1.944 -0.67
C 0.748 0.318 1.261 -0.26
S 1.846 2.904 1.238 0.63
H -0.165 2.368 2.016 0.08
H 1.074 1.462 2.924 0.02
H 0.347 0.410 0.199 0.05
H 2.730 1.994 1.022 -0.21
H -0.045 -0.496 1.578 0.07
H 1.784 -0.142 1.290 0.08
C -1.489 -1.223 -1.376 -0.75
C -0.287 -0.660 -2.233 -0.23
S -0.971 -2.553 -0.259 0.25
H -1.943 -0.452 -0.838 -0.01
H -2.325 -1.612 -2.011 0.04
H 0.096 -1.328 -3.004 0.05
H -2.190 -2.411 0.571 -0.19
H 0.511 -0.444 -1.576 0.00
H -0.452 0.246 -2.745 0.03
```

Values from the calculation:
- E_LUMO (spin up / spin down) (eV) = 2.86 / 2.83
- HOMO-LUMO gap (spin up / spin down) (eV) = 2.08 / 7.53
- energy relative to the best compared isomer or geometry (same formula, charge and spin) (kJ/mol) = 183.0
- F_max (hartree/bohr) = 0.077
- multiplicity = 2
- HOMO level (spin up / spin down) (eV) = 0.78 / -4.69
- charge = -1
- DFT total energy (eV) = -26010.75605